ORCA calculation (wB97M-V/def2-TZVPD) on C2H4N2O3 as an isolated structure.

Each line ends with the Mulliken charge.
Element x y z (Å)
N -0.265 0.600 0.000  -0.34
C -1.672 0.679 0.000  0.52
C 0.434 -0.535 0.000  0.32
N 1.828 0.118 0.000  -0.35
O -2.332 -0.502 0.001  -0.47
O -2.250 1.728 0.000  -0.54
O 0.209 -1.723 0.000  -0.62
H -1.715 -1.258 0.001  0.39
H 1.020 1.091 0.000  0.55
H 2.371 -0.099 -0.833  0.28
H 2.371 -0.099 0.832  0.28

Values from the calculation:
E_tot (eV): -11260.9401
LUMO level (eV): 0.1
2S+1: 1
Frontier orbital gap (eV): 10.70